1.
Below is a molecular structure, C6H7NO2, with properties calculated with ωB97M-V/def2-TZVPD.

Cartesian coordinates (Å):
C 1.59 -0.90 -0.29
C -1.61 -1.36 -0.19
N 0.89 1.47 -0.55
C 0.36 2.06 0.52
C -1.30 1.00 0.78
C 0.53 0.15 -0.15
C -0.82 -0.13 0.13
O 0.58 3.07 1.13
O -2.12 1.43 1.52
H 1.72 1.76 -1.07
H 2.55 -0.54 0.09
H 1.73 -1.13 -1.36
H 1.34 -1.81 0.24
H -1.61 -1.57 -1.26
H -2.65 -1.26 0.13
H -1.18 -2.23 0.32

LUMO level = -0.003 Ha

Atom charges from the Löwdin analysis, given in e for atoms 1 to 6: 0.00, -0.03, 0.13, -0.37, -0.23, -0.20

---

2.
Below is a single C6H7NO2 molecule, with properties calculated with ωB97M-V/def2-TZVPD.

Cartesian coordinates (Å):
O -2.73 -1.05 -0.21
C -2.07 -0.04 -0.44
N -1.29 0.61 0.50
C -0.16 0.17 1.27
C 0.62 -1.07 0.90
O 0.19 -1.77 -0.25
C 1.25 -0.77 -0.41
C 0.90 0.61 -0.90
C -0.05 1.18 0.14
H -2.21 0.49 -1.36
H -0.27 0.24 2.34
H 1.16 -1.48 1.78
H 2.20 -1.12 -0.84
H 1.88 1.11 -0.83
H 0.63 0.62 -2.02
H -0.04 2.26 0.32

LUMO level = 0.029 Ha

Atom charges from the Löwdin analysis, given in e for atoms 1 to 6: 0.04, -0.28, 0.04, -0.12, -0.20, 0.02

---

3.
Below is a single C6H7NO2 molecule, with properties calculated with ωB97M-V/def2-TZVPD.

Cartesian coordinates (Å):
C -2.99 0.05 -0.12
C -1.61 -0.44 0.06
O -1.33 -1.49 0.62
N -0.58 0.46 -0.40
C 0.74 0.15 -0.12
C 1.76 0.92 0.24
C 2.93 0.11 0.32
C 2.49 -1.20 -0.19
O 1.16 -1.06 -0.43
H -3.11 0.19 -1.12
H -3.20 1.05 0.65
H -3.66 -0.45 0.22
H -0.91 1.35 -0.32
H 1.66 2.13 0.59
H 3.79 0.27 0.58
H 2.86 -2.04 -0.57

LUMO level = 0.026 Ha

Atom charges from the Löwdin analysis, given in e for atoms 1 to 6: 0.03, -0.44, 0.09, 0.16, -0.38, -0.05

---

4.
Below is a single C6H7NO2 molecule, with properties calculated with ωB97M-V/def2-TZVPD.

Cartesian coordinates (Å):
C -2.03 -0.95 0.02
N -0.77 -0.26 -0.16
C -0.84 1.15 -0.08
C 0.27 1.88 -0.01
C 1.59 1.27 -0.02
C 1.65 -0.12 -0.03
O 2.80 -0.85 -0.01
C 0.47 -0.97 -0.04
O 0.52 -2.19 -0.02
H -1.87 -2.01 0.26
H -2.67 -0.88 -0.90
H -2.53 -0.53 0.95
H -1.84 1.54 0.09
H 0.20 2.95 0.10
H 2.55 1.80 -0.03
H 2.49 -1.81 -0.09

LUMO level = 0.023 Ha

Atom charges from the Löwdin analysis, given in e for atoms 1 to 6: -0.04, -0.06, -0.09, -0.09, 0.02, -0.24

---

Stability, highest: 4

---

1.
Below is a single C6H7NO2 molecule, with properties calculated with ωB97M-V/def2-TZVPD.

Cartesian coordinates (Å):
C 2.99 -0.17 0.03
C 1.69 0.38 -0.11
O 1.43 1.60 -0.20
N 0.59 -0.49 0.14
C -0.68 -0.18 0.06
C -1.78 -0.94 -0.13
C -2.94 -0.10 -0.17
C -2.42 1.21 0.05
O -1.10 1.12 0.19
H 3.03 -0.94 -0.87
H 3.19 -0.63 1.14
H 3.68 0.70 -0.18
H 0.73 -1.47 0.04
H -1.72 -1.89 0.02
H -3.89 -0.37 -0.20
H -2.79 2.17 0.18

LUMO level = 0.023 Ha

Atom charges from the Löwdin analysis, given in e for atoms 1 to 6: -0.04, -0.51, 0.06, 0.15, -0.32, -0.02

---

2.
Below is a single C6H7NO2 molecule, with properties calculated with ωB97M-V/def2-TZVPD.

Cartesian coordinates (Å):
N 2.11 -1.13 -0.10
C 1.10 -0.27 0.04
C 1.22 1.06 -0.30
C -0.07 1.73 0.04
O -0.30 2.91 -0.04
C -0.98 0.69 0.60
C -1.34 -0.34 -0.44
O -2.65 -0.74 -0.19
C -0.24 -0.64 0.54
H 2.06 -2.08 0.24
H 3.02 -0.73 -0.06
H 2.05 1.64 -0.79
H -1.67 0.92 1.41
H -1.13 -0.22 -1.53
H -2.91 -1.46 -0.82
H -0.29 -1.35 1.40

LUMO level = 0.023 Ha

Atom charges from the Löwdin analysis, given in e for atoms 1 to 6: 0.13, -0.33, 0.04, -0.41, 0.06, -0.09

---

Stability, highest: 2

---

1.
Below is a single C6H7NO2 molecule, with properties calculated with ωB97M-V/def2-TZVPD.

Cartesian coordinates (Å):
C 3.21 0.19 -0.26
N 1.75 -0.02 0.13
O 1.51 -1.07 0.91
C 0.84 0.62 -0.39
C -0.59 0.35 -0.19
C -1.48 1.24 0.37
C -2.74 0.32 0.35
C -2.40 -0.78 -0.28
O -1.09 -0.82 -0.62
H 3.28 1.29 -0.88
H 3.89 0.26 0.68
H 3.28 -0.47 -0.86
H 1.23 1.66 -0.89
H -1.37 1.95 0.97
H -3.91 0.63 0.71
H -3.05 -1.61 -0.50

LUMO level = 0.023 Ha

Atom charges from the Löwdin analysis, given in e for atoms 1 to 6: 0.05, -0.28, -0.10, -0.05, -0.28, 0.06

---

2.
Below is a single C6H7NO2 molecule, with properties calculated with ωB97M-V/def2-TZVPD.

Cartesian coordinates (Å):
C 2.65 -1.24 0.90
C 1.51 -0.76 -0.06
O 1.48 -0.90 -1.24
N 0.55 -0.03 0.60
C -0.65 0.33 0.02
C -1.33 0.08 -1.18
C -2.54 0.71 -1.09
C -2.56 1.30 0.12
O -1.43 1.12 0.76
H 2.14 -1.64 1.55
H 3.22 -1.87 0.41
H 3.52 -0.50 1.08
H 0.71 1.02 1.13
H -0.69 -0.49 -1.89
H -3.26 0.93 -1.95
H -3.32 1.94 0.84

LUMO level = 0.018 Ha

Atom charges from the Löwdin analysis, given in e for atoms 1 to 6: 0.05, -0.48, 0.11, 0.12, -0.34, -0.03

---

Stability, highest: 2

---

1.
Below is a molecular structure, C15H19N3O2, with properties calculated with ωB97M-V/def2-TZVPD.

Cartesian coordinates (Å):
C -0.92 -2.87 1.60
C 0.56 -2.25 1.35
C 0.87 -1.81 -0.12
O 0.15 -2.40 -1.05
C 1.91 -1.18 -0.49
C 2.76 -1.51 -1.23
C 3.82 -0.77 -1.44
C 4.03 0.61 -1.13
C 3.07 1.07 -0.19
C 2.07 0.21 0.25
O 1.03 0.83 1.19
C 0.68 2.10 1.25
C 0.15 2.46 0.00
H 0.15 3.81 0.29
H 0.72 2.39 -0.89
C -1.38 2.14 0.02
H -1.86 2.18 0.85
H -1.79 2.71 -0.83
C -1.28 0.79 -0.54
N -2.78 0.29 -0.48
C -3.63 0.31 -1.74
N -4.88 -0.08 -1.17
C -4.60 -0.42 0.02
N -3.46 -0.24 0.61
H -5.38 -0.81 0.31
H -3.22 0.72 -2.62
H -0.85 0.30 -1.41
H -0.90 0.25 0.29
H 1.60 2.54 1.74
H 0.13 1.98 2.26
H 3.26 2.13 0.29
H 4.86 1.20 -1.39
H 4.66 -0.96 -2.31
H 2.64 -2.51 -1.77
H 1.16 -3.02 1.66
H 0.56 -1.15 2.01
H -1.72 -2.14 1.13
H -1.08 -3.69 1.11
H -1.12 -3.18 2.56

LUMO level = -0.012 Ha

Atom charges from the Löwdin analysis, given in e for atoms 1 to 6: -0.06, -0.07, -0.34, 0.04, -0.24, -0.13

---

2.
Below is a single C15H19N3O2 molecule, with properties calculated with ωB97M-V/def2-TZVPD.

Cartesian coordinates (Å):
C 3.58 -3.35 -1.99
C 2.60 -2.67 -2.77
O 2.35 -3.06 -3.91
C 1.58 -1.81 -2.13
C 0.24 -2.08 -2.23
C -0.72 -1.34 -1.52
C -2.14 -1.64 -1.64
N -3.30 -1.93 -1.55
C -0.23 -0.31 -0.65
N -1.04 0.32 0.38
C -0.37 0.46 1.67
C -1.08 1.53 2.51
C -0.07 1.86 3.66
O -1.57 2.68 1.82
C -2.36 2.43 0.67
C -3.81 2.72 1.03
C -2.18 1.06 0.04
N 1.11 -0.17 -0.55
C 1.98 -0.73 -1.37
C 3.37 -0.37 -1.18
H 3.37 -3.51 -0.92
H 4.53 -2.75 -2.03
H 3.89 -4.31 -2.38
H -0.10 -2.86 -2.90
H -0.31 -0.45 2.27
H 0.67 0.96 1.51
H -1.97 1.11 2.97
H 0.68 2.73 3.53
H 0.44 0.89 3.97
H -0.69 2.25 4.53
H -2.00 3.15 -0.09
H -4.33 1.99 1.66
H -3.85 3.73 1.40
H -4.42 2.57 0.13
H -2.33 1.10 -1.02
H -2.96 0.37 0.46
H 3.60 0.68 -1.40
H 4.11 -0.89 -1.78
H 3.73 -0.35 -0.18

LUMO level = -0.004 Ha

Atom charges from the Löwdin analysis, given in e for atoms 1 to 6: -0.03, -0.42, 0.09, -0.12, 0.06, -0.13

---

Stability, highest: 2

---

1.
Below is 4 unconnected molecules or ions with the total composition C13H34ClN2O5, with properties calculated with ωB97M-V/def2-TZVPD.

Cartesian coordinates (Å):
Cl 14.65 15.43 5.16
C 9.77 10.42 6.91
O 11.12 10.71 7.10
C 11.56 11.98 6.64
C 13.08 11.96 6.56
N 13.64 11.89 7.91
C 15.08 11.82 7.85
C 15.70 11.62 9.23
O 15.55 12.77 10.05
C 15.83 12.45 11.40
H 9.18 10.93 7.69
H 9.65 9.35 7.07
H 9.38 10.62 5.91
H 11.30 12.77 7.35
H 11.08 12.17 5.67
H 13.38 12.92 6.12
H 13.39 11.13 5.92
H 13.29 11.07 8.39
H 15.53 12.68 7.36
H 15.39 10.93 7.27
H 16.77 11.44 9.06
H 15.27 10.78 9.77
H 15.87 13.41 11.90
H 16.78 11.90 11.43
H 15.09 11.76 11.82
C 16.15 19.70 2.71
O 15.13 20.54 3.16
C 13.87 19.91 3.33
C 13.91 18.81 4.40
N 14.38 19.25 5.73
C 13.49 20.25 6.32
C 14.18 21.00 7.44
O 14.55 20.18 8.52
C 15.40 20.85 9.39
H 15.95 19.30 1.70
H 16.32 18.84 3.36
H 17.07 20.28 2.64
H 13.56 19.38 2.41
H 13.10 20.66 3.49
H 14.49 17.97 4.02
H 12.88 18.48 4.56
H 15.20 19.82 5.50
H 12.58 19.77 6.71
H 13.16 21.02 5.60
H 13.47 21.76 7.81
H 15.02 21.58 7.02
H 14.97 21.78 9.82
H 16.35 21.12 8.93
H 15.62 20.27 10.29
C 16.75 12.40 4.35
O 15.40 12.39 3.95
H 16.81 12.47 5.44
H 17.24 11.48 4.05
H 17.25 13.27 3.91
H 14.96 13.20 4.27

LUMO level = 0.109 Ha
net charge = -1

Atom charges from the Löwdin analysis, given in e for atoms 1 to 6: -0.49, -0.14, -0.21, -0.21, -0.22, -0.05

---

2.
Below is 4 unconnected molecules or ions with the total composition C13H34ClN2O5, with properties calculated with ωB97M-V/def2-TZVPD.

Cartesian coordinates (Å):
Cl 3.07 2.78 0.76
C -0.11 2.73 2.75
O -1.00 1.64 2.93
C -2.21 1.83 2.20
C -2.77 0.45 1.78
N -3.03 -0.46 2.87
C -3.61 -1.76 2.38
C -2.62 -2.55 1.55
O -1.55 -2.94 2.45
C -0.92 -4.18 2.29
H 0.67 2.82 3.50
H -0.67 3.67 2.74
H 0.37 2.51 1.79
H -2.10 2.35 1.25
H -2.89 2.51 2.72
H -2.05 0.12 1.03
H -3.70 0.63 1.25
H -3.83 -0.01 3.30
H -4.54 -1.53 1.85
H -3.96 -2.35 3.22
H -2.27 -1.99 0.69
H -3.13 -3.47 1.25
H -0.21 -4.05 1.47
H -1.69 -4.93 2.16
H -0.33 -4.49 3.15
C 0.06 2.83 -1.42
O 0.28 1.42 -1.87
C -0.94 0.73 -2.09
C -0.51 -0.52 -2.91
N 0.31 -1.44 -2.07
C 0.60 -2.74 -2.74
C 1.37 -2.69 -4.10
O 2.20 -1.55 -4.01
C 2.41 -0.90 -5.28
H -0.43 2.85 -0.45
H -0.41 3.38 -2.25
H 1.06 3.27 -1.34
H -1.65 1.21 -2.77
H -1.41 0.41 -1.16
H -0.12 -0.28 -3.90
H -1.35 -1.15 -3.19
H -0.31 -1.69 -1.32
H -0.32 -3.32 -2.83
H 1.25 -3.28 -2.05
H 0.66 -2.74 -4.92
H 2.06 -3.53 -4.24
H 1.48 -0.55 -5.72
H 2.88 -1.53 -6.04
H 3.11 -0.06 -5.28
C 5.55 4.01 3.67
O 5.55 2.67 3.18
H 6.16 4.64 3.03
H 4.53 4.39 3.73
H 5.99 4.13 4.66
H 5.02 2.70 2.38

LUMO level = 0.095 Ha
net charge = -1

Atom charges from the Löwdin analysis, given in e for atoms 1 to 6: -0.54, -0.12, -0.18, -0.23, -0.23, -0.04

---

Stability, highest: 1

---

1.
Below is a gas-phase ion, C4H11N2S (charge -1), with properties calculated with ωB97M-V/def2-TZVPD.

Cartesian coordinates (Å):
N 1.25 -0.59 1.35
C 1.79 -0.01 0.11
C 0.79 0.31 -1.03
N -0.38 -0.49 -1.26
C -1.61 -0.40 -0.44
C -1.52 0.81 0.49
S -2.96 1.28 1.39
H 2.01 -0.96 2.05
H 0.65 -1.43 1.25
H 2.62 -0.55 -0.27
H 2.16 1.01 0.55
H 0.52 1.45 -0.84
H 1.34 0.51 -1.98
H -0.18 -1.43 -1.34
H -2.41 -0.38 -1.27
H -1.95 -1.33 0.18
H -0.73 0.61 1.26
H -1.37 1.59 -0.19

LUMO level = 0.127 Ha
net charge = -1

Atom charges from the Löwdin analysis, given in e for atoms 1 to 6: -0.06, -0.29, -0.27, -0.09, -0.32, -0.88

---

2.
Below is a gas-phase ion, C4H11N2S (charge -1), with properties calculated with ωB97M-V/def2-TZVPD.

Cartesian coordinates (Å):
N 0.10 -0.20 2.33
C -0.40 -1.44 1.68
N -0.14 -1.60 0.23
C -0.60 -0.45 -0.55
C 0.52 0.27 -1.32
C 0.20 1.78 -1.49
S 1.43 2.66 -2.50
H 1.01 0.10 1.98
H -0.53 0.53 2.11
H -1.47 -1.43 1.85
H 0.18 -2.21 2.20
H 0.88 -1.66 0.23
H -1.10 0.37 -0.02
H -1.43 -0.72 -1.21
H 1.52 0.04 -0.93
H 0.60 -0.02 -2.37
H 0.10 2.18 -0.45
H -0.86 1.81 -1.79

LUMO level = 0.131 Ha
net charge = -1

Atom charges from the Löwdin analysis, given in e for atoms 1 to 6: -0.01, -0.31, -0.08, -0.28, -0.32, -0.85

---

3.
Below is a gas-phase ion, C4H11N2S (charge -1), with properties calculated with ωB97M-V/def2-TZVPD.

Cartesian coordinates (Å):
N -2.45 -1.08 -1.76
C -1.37 -0.84 -0.80
C -0.57 0.68 -0.83
N 0.13 1.07 0.33
C 1.06 0.00 0.97
C 2.31 0.51 1.51
S 3.62 -0.82 2.01
H -3.36 -1.33 -1.41
H -2.45 -0.15 -2.38
H -0.63 -1.73 -0.86
H -1.69 -0.77 0.24
H 0.09 0.84 -1.75
H -1.34 1.41 -1.13
H -0.38 1.32 1.04
H 0.52 -0.59 1.59
H 1.42 -0.74 0.18
H 2.82 1.10 0.70
H 2.28 1.11 2.36

LUMO level = 0.123 Ha
net charge = -1

Atom charges from the Löwdin analysis, given in e for atoms 1 to 6: -0.07, -0.27, -0.24, -0.06, -0.32, -0.73

---

Stability, highest: 2